{"formula": "C17H48BF7N4O7S", "method": "ωB97M-V with the def2-TZVPD basis set", "elements": ["H", "H", "H", "H", "N", "H", "H", "H", "N", "F", "B", "C", "H", "H", "O", "F", "S", "H", "H", "H", "H", "H", "O", "H", "H", "H", "F", "O", "C", "H", "C", "C", "H", "C", "C", "H", "H", "H", "H", "H", "F", "H", "H", "H", "F", "H", "H", "C", "C", "H", "H", "N", "N", "C", "C", "H", "H", "O", "O", "H", "H", "C", "O", "H", "F", "H", "H", "O", "H", "C", "H", "C", "H", "H", "C", "H", "H", "F", "C", "H", "C", "H", "H", "C", "H"], "positions_angstrom": [[-2.95, 0.44, -3.07], [-4.44, 1.08, 2.58], [8.11, 3.51, -0.41], [-0.91, -3.56, -3.63], [0.69, -1.11, 4.49], [4.47, 0.61, -0.05], [-0.41, -3.14, -5.07], [7.48, 5.02, -0.14], [3.65, 2.35, 0.77], [-1.98, -2.12, 0.08], [0.60, 1.15, -0.50], [-2.83, 3.61, 2.64], [0.22, -0.49, 5.14], [0.34, -2.64, 1.75], [-4.09, 0.73, 0.62], [-0.49, 0.38, -0.15], [-1.85, -4.61, -1.01], [-3.32, 3.40, 3.59], [-1.32, -4.38, 2.61], [1.56, -0.67, 4.24], [-2.77, 3.25, -0.14], [6.35, 1.77, 1.15], [6.06, 3.54, 0.14], [1.55, -2.42, -4.30], [-5.43, -0.58, 1.34], [-1.95, -1.09, 4.04], [0.33, 1.91, -1.58], [-1.46, -3.07, 4.20], [-0.85, -4.23, 3.58], [1.97, -1.99, 2.35], [-4.10, 1.67, 1.72], [6.02, 2.09, 0.16], [0.88, -1.20, 1.24], [1.11, -1.89, -3.45], [7.41, 4.01, 0.26], [3.74, 1.95, 1.69], [-1.97, -2.79, -4.65], [-2.13, 1.59, 2.40], [-0.17, -0.62, -5.96], [-1.29, 3.25, 0.61], [1.75, 0.47, -0.75], [6.70, 1.66, -0.58], [-6.10, 0.61, 0.18], [3.27, 1.71, -2.00], [-3.90, -3.12, 0.24], [-1.97, 1.90, -0.06], [-3.40, 4.36, 2.10], [-2.73, 2.31, 1.86], [-1.36, -1.83, 3.50], [-0.68, -1.23, -2.83], [0.24, -4.18, 3.47], [-2.15, 2.74, 0.47], [-1.01, -2.83, -4.32], [-0.56, -0.43, -4.96], [4.59, 1.67, -0.26], [-4.86, 2.43, 1.53], [1.51, -0.97, -3.04], [-2.01, -0.29, -4.90], [-0.58, -4.23, -1.71], [-1.92, -1.95, 2.56], [4.07, 3.33, -1.67], [-2.50, 0.76, -4.01], [-1.48, -5.24, 0.27], [7.69, 4.00, 1.32], [-3.26, -2.30, -1.77], [-1.86, 4.03, 2.91], [-1.86, 1.64, -3.94], [-2.74, -5.43, -1.88], [3.80, 3.35, 0.71], [-5.24, -0.01, 0.43], [2.67, 2.32, 0.52], [-2.82, -2.91, -0.62], [-4.96, -0.78, -0.29], [-0.01, 0.46, -4.66], [4.14, 2.25, -1.63], [-0.12, -0.04, 2.91], [1.07, -1.99, 4.81], [0.88, 1.93, 0.63], [-0.33, -1.48, -3.83], [-1.18, -5.12, 4.11], [0.03, -1.09, 3.16], [-3.46, 1.08, -4.41], [4.94, 2.11, -2.35], [0.92, -1.81, 2.15], [0.98, -2.60, -2.63]], "orbital_gap_ha": [0.1140, 0.3148], "homo_energy_ev": [-5.433, -10.942], "charge": 1, "de_lowest_kcal_mol": 0.00, "spin_multiplicity": 2}


{"formula": "C2H12O4", "method": "ωB97M-V with the def2-TZVPD basis set", "elements": ["H", "H", "H", "O", "H", "C", "H", "H", "O", "H", "C", "H", "O", "H", "H", "H", "H", "O"], "positions_angstrom": [[-1.28, -0.90, -0.71], [1.54, -0.33, -1.04], [-1.53, -2.36, 1.99], [-0.30, 1.70, 0.70], [-2.51, -1.07, 1.29], [-1.92, -1.94, 1.05], [0.01, -0.08, 0.94], [3.09, -0.17, -1.12], [2.26, 0.08, -1.56], [2.08, 2.02, -1.13], [-0.85, -1.57, 0.04], [0.31, 2.38, 0.34], [1.70, 2.90, -0.88], [-1.05, 2.20, 1.05], [1.22, 3.18, -1.67], [-0.50, -2.43, -0.53], [-2.58, -2.67, 0.60], [0.30, -0.95, 0.64]], "orbital_gap_ha": 0.3992, "homo_energy_ev": -10.193, "charge": 0, "de_lowest_kcal_mol": 0.02, "smiles": "CCO.O.O.O"}


{"formula": "C5H7NO", "method": "ωB97M-V with the def2-TZVPD basis set", "elements": ["H", "O", "H", "H", "C", "N", "C", "C", "H", "C", "H", "H", "H", "C"], "positions_angstrom": [[-3.28, -0.96, -0.36], [3.03, -0.05, -0.46], [-0.09, 2.66, 0.14], [2.55, -1.74, 0.65], [-1.59, 0.25, -0.06], [0.81, -0.57, 0.23], [-2.17, -0.91, -0.29], [0.41, 1.74, 0.05], [-1.94, 1.32, -0.14], [2.11, -0.75, 0.09], [-1.59, -1.77, -0.25], [0.37, -1.52, 0.50], [1.55, 1.74, -0.17], [-0.16, 0.56, 0.08]], "orbital_gap_ha": 0.3542, "homo_energy_ev": -9.199, "charge": 0, "de_lowest_kcal_mol": 61.82, "smiles": "C=CC(=C)NC=O"}


{"formula": "C40H49AsBN10O4S6Y", "method": "ωB97M-V with the def2-TZVPD basis set", "elements": ["C", "C", "H", "S", "H", "N", "C", "O", "Y", "H", "H", "C", "C", "H", "N", "H", "C", "H", "C", "O", "H", "As", "H", "H", "S", "H", "C", "H", "C", "C", "C", "H", "B", "C", "H", "C", "H", "H", "H", "S", "H", "H", "H", "H", "O", "H", "C", "H", "H", "N", "H", "H", "N", "C", "N", "H", "H", "C", "C", "N", "C", "H", "H", "C", "N", "C", "C", "C", "C", "C", "C", "O", "C", "H", "H", "N", "H", "H", "C", "H", "H", "H", "C", "C", "H", "C", "C", "C", "C", "H", "S", "H", "H", "H", "S", "H", "N", "H", "H", "C", "H", "C", "H", "H", "H", "C", "S", "C", "C", "C", "C", "N"], "positions_angstrom": [[-1.86, -4.69, 1.28], [0.76, -2.82, 0.03], [4.69, 2.34, -3.55], [-2.74, -0.44, 0.46], [3.25, -0.34, 1.34], [0.09, -2.90, 1.16], [1.63, -1.82, -1.78], [2.10, 0.75, -0.28], [-0.17, 0.53, 0.04], [5.77, 3.70, 2.66], [-1.80, -2.90, -5.02], [2.19, 1.83, -2.96], [-3.17, 4.69, 4.60], [-3.43, -2.63, -1.24], [0.90, -1.67, -0.63], [-3.52, 3.74, 2.09], [-2.04, 2.99, 0.13], [7.89, 2.12, -1.61], [5.03, 2.91, 2.49], [0.64, -5.36, 1.46], [4.71, 3.00, 1.45], [-4.29, 0.64, 1.58], [-2.70, 5.29, 5.39], [7.09, 3.11, -2.83], [-5.25, 2.11, 0.38], [-3.77, 3.91, 5.07], [-0.99, 3.07, -3.17], [1.73, 4.24, 4.34], [-2.13, 4.10, 3.69], [4.14, 0.29, 1.27], [5.66, 1.24, -0.52], [-3.13, -2.91, -6.17], [2.13, -0.43, 4.43], [-1.59, 3.05, 1.48], [-4.80, -2.70, -2.34], [4.60, 1.90, -2.55], [-3.64, -4.90, -2.37], [-6.29, -4.75, -0.20], [3.08, -1.13, 4.07], [1.57, -4.16, -0.82], [-4.56, -4.13, -4.55], [5.99, 1.43, 3.74], [-5.68, -6.03, -1.07], [2.52, 0.61, 4.93], [-0.37, -4.04, 3.30], [-0.48, 4.79, 4.77], [-2.93, -3.87, 1.61], [-2.85, 3.28, -2.11], [-4.50, -1.53, -4.63], [-1.45, 2.38, -0.84], [2.35, 2.84, 1.86], [-0.44, 3.91, -2.74], [0.98, 1.64, -2.66], [-2.63, 3.28, 2.53], [4.77, 0.47, 2.40], [-1.20, -6.42, 0.23], [-3.47, -6.97, -0.63], [-2.05, -5.79, 0.47], [2.07, -3.06, -2.06], [-3.18, -1.60, -3.04], [3.81, 3.09, 3.40], [-2.44, 1.62, -2.51], [-1.52, 3.44, -4.05], [-0.82, 4.23, 3.90], [-5.68, -5.56, -0.18], [-2.02, 2.57, -2.16], [3.35, 1.56, -2.11], [-2.09, -1.02, -2.57], [-3.47, -4.11, -4.39], [1.50, 3.78, 3.39], [-4.39, -5.27, 0.30], [0.66, 2.61, 0.93], [-3.32, -6.09, -0.01], [-3.07, -5.03, -4.82], [2.45, 2.26, -3.95], [0.59, 0.06, 2.22], [-0.55, 1.11, -3.94], [6.60, 1.46, 2.09], [-2.89, -2.89, -5.11], [-2.11, -4.12, -2.71], [3.99, 3.89, 4.12], [1.79, -0.94, -2.40], [5.70, 1.55, 2.70], [-4.19, -4.15, 1.11], [0.51, 2.39, -4.57], [7.12, 2.11, -2.37], [-0.23, 3.05, 1.76], [-3.19, -4.05, -2.89], [1.25, -0.10, 3.15], [6.55, 1.10, 0.08], [-5.54, -0.74, 2.59], [1.47, -1.08, 5.20], [3.66, 2.18, 4.00], [-2.97, 3.52, -0.09], [-3.23, 1.69, 3.29], [7.42, 1.41, -3.15], [2.61, 3.42, 2.66], [4.30, 0.02, 3.20], [-2.96, -0.72, -4.91], [-3.42, -1.61, -4.48], [-5.01, -3.47, 1.34], [-3.71, -2.75, -2.28], [-2.78, -2.98, 2.22], [-3.86, 5.33, 4.04], [2.65, -3.37, -2.91], [0.00, 2.01, -3.67], [-0.24, -4.28, 1.89], [3.20, 1.01, -0.79], [4.41, 0.84, 0.00], [5.78, 1.75, -1.79], [0.20, 3.66, 3.03], [-1.13, -0.55, -2.15]], "orbital_gap_ha": 0.1768, "homo_energy_ev": -1.845, "charge": -2, "de_lowest_kcal_mol": 7.14}


{"formula": "C4H7NO3", "method": "ωB97M-V with the def2-TZVPD basis set", "elements": ["O", "H", "H", "H", "O", "O", "H", "C", "H", "N", "H", "C", "H", "C", "C"], "positions_angstrom": [[1.22, 1.55, 1.49], [0.50, 1.05, -2.66], [0.42, 2.30, -0.87], [-1.17, 1.63, -0.51], [-1.67, -1.37, 0.26], [-0.31, -2.48, 1.63], [-0.57, -2.33, 2.50], [0.58, 0.82, 0.70], [1.17, -0.80, 1.90], [0.54, -0.57, 1.05], [-0.93, 0.15, -2.13], [-0.60, -1.39, 0.84], [0.80, -0.43, -1.77], [0.08, 0.47, -1.81], [-0.07, 1.40, -0.63]], "orbital_gap_ha": 0.3972, "homo_energy_ev": -10.373, "charge": 0, "de_lowest_kcal_mol": 38.71, "smiles": "CCC(=O)NC(=O)O"}


{"formula": "C3H13N2O", "method": "ωB97M-V with the def2-TZVPD basis set", "elements": ["C", "N", "H", "H", "H", "H", "H", "H", "H", "C", "H", "N", "H", "O", "H", "H", "C", "H", "H"], "positions_angstrom": [[-0.47, -0.93, 0.82], [1.56, 1.80, -0.49], [-1.07, -0.04, 1.00], [1.20, -0.29, 1.89], [0.54, 3.70, -0.37], [-0.49, 2.28, -0.50], [2.44, 2.23, -0.21], [-0.67, -1.69, 1.56], [1.18, 0.36, 0.32], [0.43, 2.66, -0.07], [1.60, 1.76, -1.50], [0.98, -0.53, 0.92], [1.57, -1.30, 0.64], [-2.09, -1.86, -0.56], [-2.34, -2.10, -1.44], [-0.56, -0.70, -1.33], [-0.74, -1.48, -0.57], [-0.09, -2.34, -0.77], [0.34, 2.61, 1.02]], "orbital_gap_ha": 0.4178, "homo_energy_ev": -14.522, "charge": 1, "de_lowest_kcal_mol": 19.12}


{"formula": "C22H45MnN2O2P3S", "method": "ωB97M-V with the def2-TZVPD basis set", "elements": ["H", "H", "H", "H", "C", "N", "H", "H", "H", "H", "H", "H", "H", "C", "P", "H", "H", "C", "H", "C", "H", "H", "H", "H", "C", "C", "C", "C", "H", "C", "H", "H", "C", "H", "H", "C", "H", "H", "H", "C", "C", "C", "P", "H", "H", "H", "C", "H", "H", "C", "O", "C", "Mn", "C", "C", "H", "H", "H", "S", "H", "H", "C", "C", "H", "H", "H", "H", "H", "N", "C", "P", "H", "H", "H", "H", "O"], "positions_angstrom": [[-3.77, -2.88, 1.27], [4.09, 1.69, -0.60], [-0.95, -4.20, -0.15], [-2.45, -0.37, -5.19], [-4.09, -2.76, -1.93], [-0.04, -1.52, 3.58], [-0.02, -2.45, 3.16], [-4.82, -1.95, -1.82], [4.16, -2.02, 1.80], [-3.72, -1.13, 0.78], [3.96, -2.15, -1.91], [-1.28, 1.91, 3.56], [-1.23, 1.77, -4.47], [3.19, -1.92, -1.15], [3.69, -0.59, -0.07], [4.55, -0.29, 2.14], [-1.48, -2.67, -4.38], [2.09, 0.09, 0.54], [-2.96, 5.37, -1.92], [-3.14, -2.07, 0.86], [-2.67, 4.00, -3.06], [-0.88, 0.62, 4.68], [-3.31, 3.66, -1.43], [-2.57, -4.90, -0.60], [0.61, -1.83, -4.26], [-1.79, -4.15, -0.88], [-1.64, -1.17, -1.47], [1.35, -0.58, -4.46], [-1.39, -4.40, -1.89], [-0.29, -2.59, 5.77], [0.01, -3.60, 5.46], [0.23, 5.14, -3.25], [-2.65, 4.32, -2.01], [-0.23, 2.84, 5.61], [2.99, -2.86, -0.60], [-0.44, 1.39, 4.05], [1.32, 1.63, -4.38], [-0.54, 6.42, -2.23], [-3.75, -2.82, -2.98], [0.03, 5.49, -2.22], [0.39, -0.56, 2.72], [0.73, 0.73, -4.45], [-2.71, -2.62, -0.80], [5.37, 0.64, -1.29], [2.26, -1.64, -1.71], [5.65, -1.28, 1.11], [-1.40, -0.47, -4.86], [-4.54, -3.73, -1.62], [0.74, 1.34, 2.25], [-0.74, 0.78, -4.51], [1.85, 1.30, 0.53], [-0.95, 4.10, 0.40], [-0.23, -0.49, -3.27], [0.44, -1.52, 4.98], [4.30, 0.74, -1.10], [-2.21, -1.92, 1.45], [2.44, -0.60, -4.35], [1.01, 5.62, -1.72], [0.93, -1.15, 1.13], [0.25, -0.54, 5.40], [0.80, 3.17, 4.21], [0.40, 2.37, 4.85], [-0.87, -1.77, -4.45], [-1.60, 3.26, 0.70], [0.07, 3.91, 0.76], [3.76, 0.73, -2.07], [-1.38, -2.50, 5.68], [1.16, -2.73, -4.05], [0.36, 0.74, 3.00], [4.60, -1.10, 1.39], [-0.91, 4.12, -1.45], [1.23, 1.87, 5.35], [-1.35, 5.05, 0.79], [1.52, -1.70, 5.00], [-0.02, -2.47, 6.83], [-1.55, -0.14, -0.76]], "orbital_gap_ha": [0.2186, 0.1690], "homo_energy_ev": [-18.001, -17.692], "charge": 4, "spin_multiplicity": 4}


{"formula": "C6H14ClN2O2Zn", "method": "ωB97M-V with the def2-TZVPD basis set", "elements": ["O", "Zn", "H", "H", "H", "H", "C", "H", "H", "H", "H", "O", "C", "H", "C", "H", "H", "H", "H", "C", "N", "H", "C", "N", "C", "Cl"], "positions_angstrom": [[0.12, -1.72, 0.88], [0.71, 3.46, -1.21], [-1.94, -1.75, 3.27], [2.68, -0.47, -2.40], [-2.14, 1.30, -3.35], [0.42, -1.06, -3.34], [-1.25, 0.88, -3.81], [-1.28, 1.09, 3.23], [-0.52, 0.04, 4.40], [0.28, 1.54, 3.78], [-0.50, -2.35, 3.92], [0.14, 1.77, -2.05], [-0.19, -1.33, 1.99], [1.89, 0.39, -1.10], [1.75, -0.40, -1.84], [-1.00, 1.22, -4.81], [-1.52, -0.15, -4.05], [-1.18, -3.15, 2.42], [0.62, 0.48, 1.68], [-0.32, 0.67, 3.53], [0.70, -0.23, -2.83], [1.62, -1.37, -1.36], [-1.00, -2.22, 2.96], [0.13, -0.08, 2.36], [-0.09, 0.86, -2.84], [1.88, 2.58, 0.56]], "orbital_gap_ha": [0.2709, 0.3217], "homo_energy_ev": [-6.888, -9.156], "charge": 0, "de_lowest_kcal_mol": 2.28, "spin_multiplicity": 2}


{"formula": "C4H2O2", "method": "ωB97M-V with the def2-TZVPD basis set", "elements": ["H", "C", "C", "C", "H", "O", "C", "O"], "positions_angstrom": [[-2.14, -0.81, -0.19], [-0.02, -0.25, -0.26], [0.70, -1.40, -0.49], [1.19, 0.43, 0.04], [1.40, 1.22, 0.77], [2.11, -0.23, -0.53], [-1.43, 0.00, 0.07], [-1.80, 1.04, 0.59]], "orbital_gap_ha": 0.3565, "homo_energy_ev": -10.388, "charge": 0, "de_lowest_kcal_mol": 63.80}


{"formula": "C28H52F3N4O7", "method": "ωB97M-V with the def2-TZVPD basis set", "elements": ["H", "H", "C", "H", "H", "H", "H", "C", "H", "H", "H", "H", "H", "C", "H", "H", "N", "C", "C", "F", "N", "C", "H", "F", "H", "C", "C", "H", "C", "H", "C", "H", "H", "H", "H", "H", "O", "H", "H", "H", "H", "C", "H", "H", "H", "H", "H", "H", "C", "C", "O", "N", "O", "O", "H", "C", "H", "C", "H", "O", "H", "H", "H", "N", "C", "C", "H", "H", "C", "C", "C", "H", "H", "C", "H", "C", "C", "H", "C", "H", "H", "O", "C", "F", "H", "H", "C", "H", "H", "H", "C", "O", "H", "C"], "positions_angstrom": [[-1.14, -0.74, 0.21], [-1.47, 0.37, 8.09], [-4.40, -3.57, 0.67], [-1.97, 0.42, 4.60], [0.09, -0.23, 1.27], [0.23, -3.74, -2.33], [-2.63, 3.01, -2.43], [-2.35, 2.26, -3.22], [-2.98, -1.05, 6.19], [1.10, 1.91, -0.25], [0.24, 2.56, 1.58], [-3.83, -0.13, 8.28], [-2.60, 0.86, -0.85], [5.11, 0.22, -3.52], [-5.35, -4.06, 0.91], [3.97, -3.28, -1.76], [-0.74, 2.25, 1.50], [1.07, 2.07, 4.18], [1.87, -3.30, -3.67], [-0.74, 4.25, -0.76], [-0.06, 2.29, -1.96], [-0.82, 0.21, -3.30], [-2.02, -4.14, -1.59], [1.37, 4.05, -1.48], [2.43, -2.40, -3.94], [3.14, -4.00, -1.81], [2.83, -4.39, -3.24], [1.57, 0.99, 5.97], [1.86, 1.92, 5.47], [0.06, 1.67, 4.25], [4.80, -0.18, -4.96], [-2.58, 2.48, -0.29], [-3.12, 1.72, 4.93], [-3.17, 4.53, -6.22], [5.70, -0.25, -5.58], [-2.13, 2.01, 8.31], [-1.56, -0.63, -2.55], [0.53, 0.39, -1.00], [-3.01, 1.33, -3.21], [5.35, -0.64, -2.89], [3.21, 0.64, -6.23], [-3.38, -4.53, 0.09], [2.69, 2.18, -4.03], [-4.02, -3.09, 1.57], [1.01, 3.12, 3.87], [-4.28, 1.38, 7.48], [-4.43, -0.19, 5.63], [1.24, -3.58, -4.52], [-0.94, 1.34, 0.34], [-2.55, 0.90, 5.38], [-1.67, 1.47, 6.37], [-0.85, -0.04, 0.91], [-4.62, -2.55, -0.31], [-0.08, -0.28, -4.19], [-3.88, -5.29, -0.53], [3.28, 1.82, 4.96], [-1.39, 3.04, 1.46], [-2.56, -3.62, -0.80], [4.30, -1.15, -4.98], [1.97, -3.34, -1.30], [1.69, 2.74, 6.16], [-0.32, 2.20, -4.04], [-4.09, -3.07, -2.24], [-2.32, 1.51, -0.10], [3.84, 0.91, -5.39], [3.10, 1.03, 3.67], [5.94, 0.93, -3.47], [3.38, -4.86, -1.18], [3.06, 1.16, -4.11], [1.08, -3.06, -2.40], [-3.55, 0.57, 7.49], [-2.80, -5.05, 0.85], [2.20, 0.48, -4.04], [0.03, 3.69, -1.81], [3.73, -4.46, -3.86], [-2.15, 1.12, 7.67], [-0.80, 1.78, -3.09], [3.86, 1.27, 2.93], [-3.46, -0.07, 6.12], [4.40, 1.82, -5.66], [3.67, 2.82, 4.74], [1.81, 1.36, 3.16], [-3.61, -2.67, -1.33], [-0.24, 4.42, -2.97], [2.33, -5.36, -3.26], [3.97, 1.34, 5.66], [-2.84, 3.65, -5.60], [-3.21, -1.68, -1.56], [-1.83, -3.07, -0.19], [3.13, -0.05, 3.86], [-2.55, 3.01, -4.60], [3.94, 0.87, -3.02], [0.72, -2.03, -2.32], [0.19, 1.46, -0.79]], "orbital_gap_ha": 0.2892, "homo_energy_ev": -5.366, "charge": -1}


no.,F_max (eV/Å),E (eV)
1,3.709,-69227.7810
2,0.723,-10458.9934
3,6.352,-8833.5220
4,0.692,-192944.0706
5,3.334,-11893.5987
6,1.170,-8343.1530
7,11.357,-100596.5533
8,1.604,-74465.5083
9,0.497,-8269.7618
10,4.475,-58322.2101